(1)
Below is 14 unconnected molecules or ions with the total composition C47H76N15O4S, with properties calculated with ωB97M-V with the def2-TZVPD basis set.

Element x y z (Å)
C -0.923 5.087 2.737
C -0.671 3.863 2.259
N -1.023 2.593 2.981
C -0.224 2.638 4.278
S 1.502 3.108 4.097
C 2.461 1.554 4.175
C 3.316 1.464 5.451
C -0.568 1.497 2.074
N -0.457 0.226 2.814
C 0.352 -0.562 2.357
O 1.091 -1.329 1.898
C -1.381 1.431 0.787
C -2.901 1.710 0.874
C -3.390 2.113 -0.537
C -3.328 2.707 1.964
C -4.841 2.613 2.288
C -5.718 3.655 1.550
C -6.586 3.112 0.414
C -7.467 1.964 0.868
O -8.318 2.125 1.698
O -7.245 0.780 0.236
C -6.901 -0.326 1.106
C -5.621 -1.008 0.627
C -2.508 2.548 3.260
C -2.969 1.383 4.131
O -3.238 0.232 3.362
C -3.278 -0.960 4.132
C -4.633 -1.191 4.803
H -1.881 5.401 3.143
H -0.139 5.836 2.753
H -0.165 3.738 1.309
H -0.708 3.397 4.883
H -0.284 1.689 4.800
H 1.794 0.696 4.143
H 3.123 1.584 3.313
H 3.652 2.446 5.772
H 2.796 0.919 6.235
H 4.217 0.892 5.209
H 0.449 1.787 1.798
H -1.258 0.431 0.371
H -0.945 2.107 0.050
H -3.384 0.759 1.080
H -4.346 1.623 -0.703
H -3.467 3.194 -0.647
H -2.725 1.668 -1.269
H -3.184 3.706 1.545
H -4.954 2.873 3.339
H -5.186 1.597 2.114
H -5.125 4.494 1.185
H -6.415 4.069 2.280
H -7.278 3.910 0.134
H -6.039 2.860 -0.489
H -6.819 0.032 2.131
H -7.730 -1.029 1.078
H -5.165 -0.483 -0.209
H -4.897 -1.118 1.435
H -5.865 -2.012 0.282
H -2.715 3.451 3.842
H -3.898 1.704 4.614
H -2.282 1.133 4.944
H -2.454 -1.017 4.849
H -3.127 -1.772 3.419
H -4.767 -2.267 4.917
H -4.708 -0.737 5.789
H -5.429 -0.848 4.143
C 5.885 -2.551 5.556
C 6.081 -1.110 5.542
N 6.250 0.026 5.531
H 5.420 -2.869 6.488
H 5.243 -2.864 4.733
H 6.837 -3.069 5.459
C -0.446 -0.450 -3.514
C -1.818 -0.086 -3.192
N -2.894 0.224 -2.939
H -0.413 -1.242 -4.259
H 0.107 0.402 -3.907
H 0.071 -0.799 -2.628
C -0.874 0.404 -6.833
C 0.463 -0.096 -7.123
N 1.521 -0.488 -7.335
H -1.341 0.815 -7.726
H -1.522 -0.388 -6.461
H -0.834 1.192 -6.082
C 2.635 1.641 -1.367
C 1.671 2.681 -1.046
N 0.896 3.491 -0.791
H 2.530 1.317 -2.401
H 3.658 1.991 -1.240
H 2.500 0.764 -0.733
C 2.072 -3.758 -3.236
C 2.193 -2.310 -3.182
N 2.291 -1.166 -3.146
H 1.621 -4.149 -2.326
H 1.454 -4.064 -4.079
H 3.042 -4.227 -3.354
C 4.004 1.915 -6.809
C 4.125 2.379 -5.437
N 4.218 2.714 -4.343
H 2.969 1.974 -7.141
H 4.613 2.505 -7.491
H 4.314 0.875 -6.894
C 4.693 -0.411 1.616
C 5.336 0.501 0.680
N 5.847 1.217 -0.055
H 3.613 -0.264 1.625
H 4.888 -1.446 1.342
H 5.067 -0.251 2.629
C 8.035 1.619 2.866
C 9.448 1.336 2.668
N 10.561 1.106 2.511
H 7.604 2.103 1.991
H 7.473 0.706 3.053
H 7.882 2.277 3.720
C 6.025 -6.944 -3.586
C 4.655 -6.617 -3.231
N 3.570 -6.353 -2.965
H 6.061 -7.720 -4.351
H 6.546 -6.073 -3.980
H 6.579 -7.305 -2.721
C 3.721 -9.337 -6.672
C 5.146 -9.098 -6.846
N 6.270 -8.909 -6.983
H 3.139 -8.664 -7.299
H 3.466 -10.360 -6.942
H 3.425 -9.176 -5.636
C -5.246 0.211 -5.624
C -4.496 -0.445 -6.686
N -3.907 -0.962 -7.526
H -4.973 1.262 -5.550
H -6.316 0.150 -5.816
H -5.045 -0.257 -4.662
C -7.209 1.915 4.807
C -7.128 1.248 6.097
N -7.064 0.717 7.112
H -6.704 2.880 4.837
H -6.739 1.312 4.032
H -8.242 2.091 4.509
C 5.758 -1.763 -4.233
C 5.511 -2.919 -5.081
N 5.318 -3.834 -5.746
H 5.519 -0.834 -4.749
H 5.151 -1.797 -3.330
H 6.803 -1.710 -3.931

- net charge = +1
- spin multiplicity = 1
- gap between HOMO and LUMO (eV) = 9.07
- highest occupied orbital energy (eV) = -12.143
- LUMO (eV) = -3.068
- M (u) = 947.293

Mulliken population analysis, charges in e, atoms 1 to 5: atom 1 (C): -1.182, atom 2 (C): 0.074, atom 3 (N): 1.019, atom 4 (C): -0.739, atom 5 (S): -0.203



(2)
Below is C47H76O2 in the gas phase, with properties calculated with ωB97M-V with the def2-TZVPD basis set.

Element x y z (Å)
C 1.227 -1.028 5.211
C 1.820 -1.074 3.826
O 2.442 -2.000 3.374
O 1.548 0.045 3.156
C 2.049 0.154 1.817
C 3.464 0.647 1.811
C 4.453 0.210 1.040
C 5.829 0.793 1.147
H 6.097 1.296 0.218
H 6.557 0.001 1.316
H 5.897 1.509 1.962
C 4.309 -0.888 0.023
H 5.006 -0.710 -0.799
H 3.303 -0.899 -0.398
C 4.608 -2.265 0.642
C 4.430 -3.341 -0.384
C 3.735 -4.466 -0.268
C 3.638 -5.435 -1.410
H 4.042 -6.405 -1.119
H 4.184 -5.078 -2.280
H 2.593 -5.576 -1.685
C 2.981 -4.865 0.972
H 3.527 -4.554 1.864
H 2.881 -5.953 0.999
C 1.581 -4.231 1.023
C 0.693 -4.729 -0.070
C 0.061 -4.003 -0.985
C -0.794 -4.642 -2.041
H -0.358 -4.472 -3.027
H -1.790 -4.200 -2.038
H -0.883 -5.714 -1.885
C 0.122 -2.499 -1.047
H 1.150 -2.158 -0.902
H -0.199 -2.171 -2.038
C -0.783 -1.833 0.010
C -2.201 -2.297 -0.111
C -3.222 -1.658 -0.671
C -4.578 -2.298 -0.760
H -4.591 -3.265 -0.264
H -4.859 -2.443 -1.803
H -5.331 -1.657 -0.303
C -3.135 -0.290 -1.287
H -2.300 0.267 -0.862
H -4.051 0.262 -1.065
C -2.956 -0.365 -2.812
C -2.781 1.003 -3.394
C -1.985 1.383 -4.387
C -1.914 2.827 -4.797
H -2.746 3.391 -4.383
H -0.990 3.272 -4.428
H -1.927 2.922 -5.881
C -1.105 0.453 -5.178
H -1.251 -0.576 -4.852
H -1.397 0.508 -6.231
C 0.382 0.814 -5.058
C 0.806 0.863 -3.623
C 1.672 1.717 -3.091
C 2.383 2.770 -3.895
H 2.769 2.354 -4.824
H 3.217 3.182 -3.333
H 1.707 3.587 -4.148
C 1.975 1.700 -1.619
H 1.533 0.812 -1.163
H 3.056 1.653 -1.465
C 1.431 2.949 -0.914
C -0.069 3.012 -0.957
C -0.819 3.933 -0.362
C -2.314 3.923 -0.467
H -2.757 3.928 0.528
H -2.661 3.047 -1.009
H -2.660 4.816 -0.990
C -0.236 5.042 0.472
H 0.740 5.327 0.074
H -0.889 5.917 0.422
C -0.064 4.636 1.948
C -1.371 4.544 2.671
C -1.868 3.500 3.326
C -3.191 3.583 4.029
H -3.696 4.523 3.819
H -3.831 2.757 3.722
H -3.045 3.505 5.107
C -1.188 2.162 3.421
H -0.107 2.285 3.509
H -1.541 1.643 4.314
C -1.478 1.275 2.192
C -2.920 0.880 2.112
C -3.481 -0.176 2.688
C -2.746 -1.195 3.507
H -3.179 -1.252 4.506
H -1.691 -0.964 3.602
H -2.847 -2.177 3.045
C -4.953 -0.445 2.569
H -5.428 -0.383 3.549
H -5.121 -1.450 2.185
H -5.434 0.271 1.907
H -3.548 1.554 1.543
H -1.203 1.825 1.291
H -0.849 0.387 2.259
H -1.944 5.465 2.655
H 0.479 3.694 1.999
H 0.543 5.405 2.439
H -0.547 2.243 -1.550
H 1.783 2.949 0.121
H 1.848 3.842 -1.390
H 0.341 0.120 -2.989
H 0.968 0.054 -5.587
H 0.570 1.771 -5.544
H -3.401 1.757 -2.923
H -2.101 -1.003 -3.035
H -3.841 -0.834 -3.254
H -2.371 -3.288 0.293
H -0.416 -2.100 1.003
H -0.714 -0.751 -0.103
H 0.576 -5.807 -0.090
H 1.688 -3.150 0.981
H 1.132 -4.482 1.989
H 4.941 -3.143 -1.320
H 5.646 -2.274 0.993
H 3.964 -2.422 1.505
H 3.649 1.435 2.530
H 1.382 0.876 1.336
H 1.960 -0.819 1.330
H 2.034 -1.046 5.941
H 0.612 -1.910 5.368
H 0.636 -0.126 5.337

- net charge = 0
- spin multiplicity = 1
- gap between HOMO and LUMO (eV) = 8.99
- highest occupied orbital energy (eV) = -8.272
- LUMO (eV) = 0.714
- ΔE to the lowest compared entry with this formula, charge and spin (kcal per mole) = 0.00
- M (u) = 673.123

natural (NBO) population analysis, charges in e, atoms 1 to 5: atom 1 (C): -0.717, atom 2 (C): 0.806, atom 3 (O): -0.611, atom 4 (O): -0.513, atom 5 (C): -0.132



> What is the gap between HOMO and LUMO in the second record?

8.99 eV